A molecular structure, C21H53Cl2O21PtS6, computed with wB97M-V/def2-TZVPD.

Atoms and positions in Å:
Pt (-24.37, -28.04, 23.97)
O (-22.22, -22.77, 25.41)
C (-22.85, -23.90, 25.16)
O (-24.04, -24.02, 24.91)
O (-22.25, -24.95, 24.98)
H (-23.00, -22.23, 25.28)
Cl (-16.53, -21.19, 29.55)
C (-18.23, -20.95, 30.13)
C (-18.94, -19.84, 29.34)
Cl (-18.25, -18.28, 29.72)
H (-18.18, -20.71, 31.19)
H (-18.71, -21.92, 29.99)
H (-20.01, -19.87, 29.52)
H (-18.84, -20.07, 28.27)
O (-22.09, -29.12, 19.58)
S (-21.47, -29.43, 18.31)
O (-20.35, -30.34, 18.40)
O (-22.65, -30.10, 17.27)
C (-22.18, -30.63, 16.03)
C (-23.48, -30.82, 15.16)
C (-21.03, -27.85, 17.40)
H (-21.64, -31.57, 16.09)
H (-21.43, -29.94, 15.64)
H (-23.69, -29.86, 14.68)
H (-24.31, -31.04, 15.83)
H (-23.42, -31.67, 14.48)
H (-19.94, -27.84, 17.45)
H (-21.35, -27.03, 18.04)
H (-21.35, -27.74, 16.36)
O (-30.99, -26.61, 22.65)
S (-30.61, -26.93, 24.03)
O (-29.20, -27.04, 24.31)
O (-31.23, -25.71, 25.02)
C (-30.78, -24.43, 24.81)
C (-31.72, -23.72, 23.84)
C (-31.55, -28.36, 24.58)
H (-29.81, -24.44, 24.31)
H (-30.74, -23.76, 25.67)
H (-31.45, -22.66, 23.74)
H (-32.75, -23.91, 24.12)
H (-31.60, -24.12, 22.83)
H (-31.03, -29.26, 24.26)
H (-32.45, -28.39, 23.96)
H (-31.78, -28.28, 25.64)
O (-12.57, -17.79, 21.88)
S (-13.00, -18.27, 23.17)
O (-13.79, -17.42, 24.11)
O (-13.93, -19.54, 22.80)
C (-14.73, -20.16, 23.77)
C (-15.98, -20.46, 23.08)
C (-11.68, -19.20, 24.15)
H (-14.89, -19.58, 24.68)
H (-14.18, -21.05, 24.09)
H (-16.68, -19.64, 22.98)
H (-16.50, -21.32, 23.50)
H (-15.92, -20.85, 22.07)
H (-10.97, -18.43, 24.45)
H (-11.20, -19.84, 23.41)
H (-12.12, -19.68, 25.02)
O (-15.49, -27.77, 28.21)
S (-16.44, -28.47, 27.31)
O (-16.03, -29.67, 26.61)
O (-17.82, -28.73, 28.20)
C (-18.19, -27.69, 29.04)
C (-19.59, -28.08, 29.51)
C (-17.17, -27.32, 26.04)
H (-18.28, -26.68, 28.64)
H (-17.41, -27.66, 29.80)
H (-19.66, -29.15, 29.69)
H (-20.30, -27.99, 28.69)
H (-20.04, -27.51, 30.32)
H (-17.60, -26.45, 26.53)
H (-17.78, -27.91, 25.37)
H (-16.34, -27.01, 25.40)
O (-28.69, -20.06, 30.26)
S (-27.84, -20.57, 31.31)
O (-27.01, -19.65, 32.06)
O (-28.83, -21.50, 32.39)
C (-29.74, -20.80, 33.22)
C (-31.05, -21.51, 33.23)
C (-26.76, -21.90, 30.69)
H (-29.83, -19.74, 32.98)
H (-29.21, -20.91, 34.16)
H (-31.62, -21.36, 32.31)
H (-31.76, -21.13, 33.96)
H (-30.89, -22.58, 33.38)
H (-27.22, -22.51, 29.92)
H (-26.58, -22.47, 31.61)
H (-25.83, -21.43, 30.38)
O (-24.86, -18.03, 25.91)
S (-24.31, -16.81, 25.41)
O (-22.98, -16.73, 24.83)
O (-25.35, -16.09, 24.35)
C (-26.72, -16.05, 24.79)
C (-27.60, -17.01, 23.94)
C (-24.29, -15.56, 26.76)
H (-27.11, -15.05, 24.61)
H (-26.89, -16.26, 25.85)
H (-28.65, -17.01, 24.24)
H (-27.34, -18.04, 24.19)
H (-27.52, -16.91, 22.86)
H (-24.06, -14.62, 26.26)
H (-23.52, -15.75, 27.51)
H (-25.27, -15.51, 27.24)

Charge: +1
ΔE to the lowest compared entry with this formula, charge and spin in kcal/mol: 110.9
⟨S²⟩: 2.03
Multiplicity: 3
HOMO-LUMO gap (alpha / beta) in eV: 3.947 / 3.864

A molecular structure, C11H23N2O4P2Y, computed with wB97M-V/def2-TZVPD.

Atoms and positions in Å:
Y (-0.80, -1.12, 0.27)
P (-2.70, 0.90, 0.59)
C (-1.74, 1.56, -0.87)
C (-0.27, 1.83, -0.62)
N (0.48, 0.80, -0.15)
C (1.82, 0.96, 0.05)
C (2.42, 2.18, -0.19)
C (1.66, 3.25, -0.68)
C (0.30, 3.07, -0.90)
C (2.64, -0.20, 0.55)
P (1.94, -1.90, 0.20)
H (-0.35, 3.86, -1.28)
H (3.49, 2.27, -0.01)
H (2.13, 4.21, -0.89)
H (3.65, -0.15, 0.12)
H (2.75, -0.13, 1.65)
H (-1.83, 0.71, -1.65)
H (-2.26, 2.46, -1.21)
H (-0.87, -2.09, -2.15)
O (-1.34, -1.01, -2.07)
H (-0.85, -0.54, -2.77)
H (0.09, -2.96, -0.86)
O (-0.24, -3.15, -1.85)
H (-0.78, -3.96, -1.84)
C (2.81, -2.29, -1.34)
H (3.90, -2.21, -1.19)
H (2.57, -3.32, -1.66)
H (2.51, -1.60, -2.14)
C (2.85, -2.88, 1.45)
H (2.47, -3.91, 1.43)
H (3.93, -2.89, 1.25)
H (2.66, -2.46, 2.45)
C (-2.57, 2.24, 1.81)
H (-3.22, 3.08, 1.51)
H (-2.90, 1.83, 2.78)
H (-1.53, 2.59, 1.91)
C (-4.39, 1.08, -0.05)
H (-5.04, 0.46, 0.58)
H (-4.71, 2.14, 0.01)
H (-4.45, 0.73, -1.09)
O (-2.16, -1.09, 3.73)
N (-1.69, -1.20, 2.63)
O (-0.36, -1.14, 2.49)

Charge: +2
ΔE to the lowest compared entry with this formula, charge and spin in kcal/mol: 41.6
Multiplicity: 1
HOMO-LUMO gap in eV: 7.604

A single CH10N2Si2 molecule, computed with wB97M-V/def2-TZVPD.

Atoms and positions in Å:
N (-1.41, 1.87, -0.99)
Si (-1.65, 0.22, -1.00)
C (-0.45, -0.66, 0.24)
Si (1.40, -0.28, 0.25)
N (1.82, -1.19, 1.68)
H (-2.20, 2.50, -1.33)
H (-0.46, 2.15, -0.91)
H (-3.08, -0.07, -1.11)
H (-1.14, -0.31, -2.24)
H (-0.77, -0.21, 1.23)
H (-0.61, -1.75, 0.42)
H (1.78, 1.11, -0.21)
H (2.55, -0.97, -0.43)
H (1.32, -1.16, 2.53)
H (2.89, -1.26, 1.89)

SMILES: N[SiH2]C[SiH2]N
ΔE to the lowest compared entry with this formula, charge and spin in kcal/mol: 4.6
Multiplicity: 1
HOMO-LUMO gap in eV: 10.390

A molecular structure, C28H44AsN5OS4Ti, computed with wB97M-V/def2-TZVPD.

Atoms and positions in Å:
Ti (0.39, -0.87, 0.31)
N (0.12, 1.03, -3.85)
C (0.52, 0.64, -2.65)
N (-0.10, -0.24, -1.91)
C (-1.29, -0.75, -2.41)
N (-1.89, -1.73, -1.81)
N (-1.23, -2.07, -0.62)
C (-1.60, -3.16, -0.10)
C (-1.13, -3.50, 1.23)
C (-1.61, -4.68, 1.75)
C (-1.25, -5.06, 3.06)
C (-0.45, -4.16, 3.72)
C (-0.02, -2.98, 3.12)
N (-0.30, -2.66, 1.85)
C (-1.90, -0.23, -3.63)
C (-3.16, -0.61, -4.05)
C (-3.57, -0.15, -5.28)
C (-2.76, 0.69, -6.07)
C (-1.50, 1.07, -5.65)
C (-1.11, 0.62, -4.42)
H (0.66, 1.70, -4.39)
H (1.45, 1.06, -2.31)
H (-2.40, -3.76, -0.58)
H (-2.25, -5.29, 1.09)
H (-1.53, -5.99, 3.56)
H (-0.12, -4.33, 4.75)
H (0.62, -2.29, 3.71)
H (-3.82, -1.25, -3.49)
H (-4.59, -0.33, -5.57)
H (-3.15, 1.07, -7.02)
H (-0.89, 1.67, -6.25)
C (4.05, -1.32, -0.93)
C (3.16, -2.45, -1.41)
S (1.83, -2.84, -0.20)
C (2.75, -3.27, 1.32)
C (3.17, -2.15, 2.26)
S (1.99, -0.76, 2.43)
C (3.07, 0.67, 2.32)
C (3.93, 0.71, 1.04)
S (3.11, 0.11, -0.49)
H (4.73, -1.03, -1.76)
H (4.67, -1.65, -0.08)
H (3.73, -3.39, -1.58)
H (2.56, -2.23, -2.28)
H (3.62, -3.85, 1.05)
H (2.13, -3.98, 1.88)
H (4.08, -1.66, 1.96)
H (3.33, -2.49, 3.28)
H (3.72, 0.74, 3.20)
H (2.41, 1.55, 2.38)
H (4.83, 0.16, 1.23)
H (4.31, 1.72, 0.88)
C (1.79, 3.46, -1.68)
C (1.62, 3.19, -0.21)
As (0.25, 1.90, 0.34)
C (-1.23, 2.41, -0.84)
C (-1.69, 3.84, -0.74)
C (-0.45, 2.64, 2.04)
C (0.08, 4.00, 2.52)
H (2.29, 4.41, -1.84)
H (0.83, 3.51, -2.23)
H (2.45, 2.69, -2.14)
H (1.29, 4.08, 0.30)
H (2.58, 2.95, 0.24)
H (-2.07, 1.77, -0.51)
H (-1.08, 2.15, -1.86)
H (-1.77, 4.16, 0.28)
H (-2.69, 4.01, -1.13)
H (-0.97, 4.56, -1.22)
H (-0.21, 1.92, 2.82)
H (-1.54, 2.63, 1.91)
H (1.15, 4.00, 2.76)
H (-0.43, 4.28, 3.44)
H (-0.07, 4.83, 1.81)
C (-2.62, 0.21, 3.53)
S (-2.57, -0.83, 2.10)
C (-4.00, -0.13, 1.31)
O (-1.43, -0.16, 1.34)
H (-2.67, 1.26, 3.21)
H (-1.72, 0.10, 4.12)
H (-3.48, 0.00, 4.17)
H (-4.87, -0.30, 1.94)
H (-4.19, -0.53, 0.34)
H (-3.87, 0.95, 1.28)

Charge: +3
ΔE to the lowest compared entry with this formula, charge and spin in kcal/mol: 0.0
⟨S²⟩: 0.76
Multiplicity: 2
HOMO-LUMO gap (alpha / beta) in eV: 7.304 / 7.384

Let's list maximum force in order: 4.1; 3.2; 3.6; 1.5 eV/A.